Record 1
Density functional theory data (ωB97M-V/def2-TZVPD) for a molecular structure, C43H39GeIrN4PS at a distorted geometry.

As for the charge: +3. As for the spin multiplicity: 1. Its LUMO energy (spin up / spin down) is -0.419 / -0.423 Eh. The calculation puts the gap between HOMO and LUMO (spin up / spin down) at 0.156 / 0.150 Eh. The total energy is -4800.88466 Eh. The calculation puts the energy above the lowest of the compared OMol25 structures with the same formula, charge and spin at 2.374 eV. The value obtained for the max |F| is 3.27 eV/A.

CARTESIAN COORDINATES (ANGSTROEM)
S1 1.3953 0.4463 -1.5865
H1 -1.0884 -0.4463 -4.1130
H2 -3.2452 2.5711 2.8953
H3 -2.1694 1.4135 -5.2829
N1 -1.5450 -0.0005 1.5786
C1 -1.7864 -3.5878 0.2270
H4 4.0719 -2.5027 2.7351
C2 -2.2195 -0.1686 -2.2906
C3 1.9304 -3.6642 -0.1018
C4 0.9839 -5.4194 1.8920
C5 -1.1871 4.7363 0.7773
C6 4.4340 -1.5966 2.2617
C7 3.5925 -0.7969 1.4965
H5 3.4406 0.9406 0.2329
C8 5.7650 -1.2310 2.4112
H6 -4.0856 0.7525 4.3764
C9 -0.4727 -2.5113 -2.5586
H7 2.8178 -5.0928 -3.6161
H8 -1.2014 -2.8251 -3.3089
H9 1.4898 3.9311 -2.4724
N2 1.6847 2.9419 -2.4307
H10 2.3545 2.5567 -3.0758
C10 -3.8168 -2.4261 -0.4229
C11 1.1637 -4.0557 2.1766
P1 -1.3487 -1.4493 -1.3819
C12 -1.8410 0.1375 -3.5993
H11 -5.0149 5.2598 0.6557
C13 2.5638 -4.7002 -2.6408
C14 1.0143 2.1640 -1.5935
H12 -2.0469 -5.2982 1.4917
C15 2.8075 -3.3493 -2.3446
C16 1.2259 -0.9968 3.5506
C17 5.4145 0.6929 1.0088
C18 -2.9371 1.5480 2.7416
C19 -3.9453 5.1107 0.7170
H13 -3.4966 7.2071 0.7767
H14 -0.7035 -3.6840 0.1914
Ir1 -0.0800 -0.0959 0.1462
C20 -1.7115 6.0138 0.8017
C21 -3.7858 1.6618 -2.3133
C22 1.2544 -5.9004 0.6348
C23 -3.9174 -4.3556 1.0170
H15 -0.0972 -3.3899 -2.0349
C24 -3.3894 0.5365 3.5771
C25 -4.5538 -3.3340 0.3211
H16 -1.0483 6.8663 0.8538
H17 1.1481 -6.9573 0.4211
C26 2.0256 -5.5253 -1.6845
Ge1 1.6430 -1.2453 1.6311
C27 2.4900 -2.8445 -1.1073
H18 0.6360 -6.0855 2.6702
H19 6.4192 -1.8481 3.0126
H20 -5.6321 -3.2533 0.3588
C28 4.0815 0.3306 0.8504
C29 -3.0881 6.2056 0.7637
H21 1.8181 -6.5639 -1.9125
C30 -2.4299 -2.5576 -0.4750
H22 -0.1174 4.5903 0.8162
C31 -2.0407 1.2540 1.7225
H23 -1.5588 -1.9551 2.2345
C32 -3.1818 0.6155 -1.6418
N3 0.1046 2.6821 -0.8111
C33 -1.5109 2.2727 0.8097
H24 3.2703 -2.7129 -3.0882
C34 -2.0443 3.6271 0.7714
C35 -2.9162 -0.7503 3.3807
H25 0.2608 -1.4075 3.8478
H26 -3.4656 0.3863 -0.6195
H27 5.7911 1.5861 0.5283
C36 -2.5329 -4.4875 0.9649
C37 -3.4184 1.9523 -3.6229
H28 -3.2380 -1.5723 4.0048
H29 0.9590 -3.6977 3.1791
H30 7.2962 0.1724 1.8868
N4 -0.5090 1.8809 0.0443
H31 2.7416 -1.8150 -0.8633
C38 -3.4337 3.8292 0.7418
C39 -2.4495 1.1892 -4.2625
H32 -4.5467 2.2559 -1.8250
H33 1.2365 0.0642 3.8014
C40 -1.9805 -0.9698 2.3856
H34 -4.1050 2.9796 0.7022
C41 1.5980 -3.1957 1.1933
H35 0.3595 -1.9891 -3.0259
C42 1.7279 -5.0467 -0.3884
H36 -4.5038 -5.0639 1.5873
H37 -4.3218 -1.6539 -0.9879
H38 2.0158 -1.4831 4.1234
H39 -3.8924 2.7736 -4.1436
C43 6.2523 -0.0933 1.7854


Record 2
Density functional theory data (ωB97M-V/def2-TZVPD) for C4H11NO3S in the gas phase at a distorted geometry.

As for the spin multiplicity: 1. Its LUMO energy is 0.014 Eh. The calculation puts the gap between HOMO and LUMO at 0.412 Eh. The total energy is -837.57834 Eh. The calculation puts the energy above the lowest of the compared OMol25 structures with the same formula, charge and spin at 2.427 eV. The SMILES is CCCCOS(N)(=O)=O. The value obtained for the max |F| is 5.46 eV/A.

CARTESIAN COORDINATES (ANGSTROEM)
H1 0.4064 -0.6777 -1.8309
H2 0.7888 1.3870 0.7724
O1 -1.0560 0.8400 -0.1835
N1 -3.0653 1.5263 1.4654
C1 1.2427 -1.2873 -0.0142
S1 -1.6800 2.0816 0.6252
H3 0.6456 -3.3254 -0.7046
O2 -2.0085 2.9816 -0.4569
O3 -0.6237 2.4993 1.5885
H4 -3.5497 1.3014 0.5903
C2 1.0201 -0.1717 -1.0811
C3 0.4365 1.1339 -0.4036
H5 -2.8121 0.6847 1.9679
C4 1.6124 -2.7829 -0.3497
H6 0.2517 -1.1937 0.4648
H7 0.5039 1.9137 -1.1503
H8 1.8798 -0.9607 0.9616
H9 1.8312 -3.3081 0.5007
H10 1.9109 0.1201 -1.5799
H11 2.2654 -2.7620 -1.1821


Record 3
Density functional theory data (ωB97M-V/def2-TZVPD) for 15 unconnected molecules or ions with the total composition C72H166N8O15 at a distorted geometry.

As for the spin multiplicity: 1. Its LUMO energy is 0.001 Eh. The calculation puts the gap between HOMO and LUMO at 0.298 Eh. The total energy is -4408.87825 Eh. The calculation puts the energy above the lowest of the compared OMol25 structures with the same formula, charge and spin at 7.861 eV. The value obtained for the max |F| is 4.78 eV/A.

CARTESIAN COORDINATES (ANGSTROEM)
C1 26.7917 4.9736 -19.9493
H1 26.7008 5.4362 -13.7445
H2 18.4091 5.2949 -7.7189
C2 23.6180 5.8903 -11.2347
H3 24.3374 1.5616 -5.2124
H4 25.3134 -2.2091 -18.8115
C3 23.6434 11.6185 -15.5383
H5 23.8011 2.6689 -9.9019
C4 21.7040 10.0045 -6.1565
C5 27.5232 -5.6309 -16.6226
H6 21.4945 16.4285 -17.9499
H7 19.6616 12.5334 -4.0978
H8 13.9443 3.1627 -4.4717
C6 11.9569 8.0786 -16.2616
C7 22.1464 15.5907 -17.7027
C8 26.1143 4.8335 -21.3005
H9 17.9729 -1.7295 -14.9565
O1 24.1882 5.5980 -22.5638
C9 27.1242 4.9592 -22.5054
O2 16.0544 2.6067 -6.2232
H10 22.4095 3.5102 -10.2081
C10 21.2592 15.1516 -15.4611
H11 20.4686 15.8866 -15.3101
H12 22.8925 7.7362 -21.5311
H13 12.7043 10.5189 -16.8883
H14 21.4663 11.9804 -8.9950
H15 11.5913 8.9493 -15.7172
C11 21.2360 11.3480 -15.8320
C12 16.9267 -5.8895 -15.9019
C13 14.5420 3.8120 -3.8319
H16 23.0514 16.0558 -17.3119
H17 22.9422 6.9482 -20.1607
N1 24.8805 5.7519 -21.3947
H18 28.9735 -3.0911 -17.5313
H19 16.8766 4.7686 -2.2721
O3 23.7609 -1.5092 -9.3377
H20 14.1062 4.8058 -3.9343
H21 27.8589 4.9223 -14.5731
H22 19.4966 13.5298 -16.5762
H23 23.6194 -2.9715 -17.3122
H24 16.7035 8.2607 -15.3928
H25 11.8708 9.9145 -18.4210
H26 18.3442 13.2214 -4.9829
H27 17.6857 3.8040 -8.2643
H28 18.7077 4.3179 -3.4493
H29 19.9278 3.1735 -6.3306
H30 15.9669 10.5668 -16.8432
H31 16.3418 1.6002 -3.8760
H32 23.7098 4.1665 -9.0852
O4 26.7271 -2.2783 -15.0561
C14 13.0366 7.4790 -18.5143
H33 17.1513 -4.2982 -17.4711
H34 21.2626 10.4529 -15.2106
H35 12.3986 7.9115 -19.2850
H36 24.0425 11.3387 -6.7208
H37 27.7067 -0.6802 -11.3333
N2 21.5357 12.5115 -6.1255
O5 25.0478 2.6440 -12.5931
C15 21.9504 13.0497 -14.3632
C16 25.6908 4.6744 -10.7015
H38 16.3029 -7.7253 -14.8866
C17 16.1078 3.6739 -3.9879
C18 25.7827 -3.2786 -17.0742
C19 23.4699 3.6982 -10.0398
C20 21.0239 14.2105 -14.3042
H39 27.7682 5.8116 -22.2893
H40 18.3493 -7.0411 -16.8230
O6 14.3372 9.0024 -15.3866
C21 15.7074 8.4464 -17.3041
H41 17.5973 7.9762 -16.7850
C22 19.3761 -5.3124 -15.8251
H42 24.8941 -5.1397 -17.2725
H43 26.0192 -1.2493 -17.6205
C23 17.6718 -3.8606 -14.4802
C24 22.3178 5.8707 -12.0229
C25 25.6680 8.0090 -22.0588
H44 16.0351 -7.8292 -16.5415
H45 23.7094 10.8162 -14.8034
C26 13.0404 8.4032 -17.2888
H46 22.5815 2.0840 -12.0369
C27 24.4075 -2.9359 -16.5599
H47 23.9184 2.5197 -15.0316
H48 23.6137 12.2542 -7.9168
H49 21.3785 3.1529 -12.1052
H50 25.1256 8.0431 -23.0036
C28 29.1201 -3.6485 -16.6062
C29 16.6378 7.7189 -16.3364
H51 14.9379 -6.8066 -15.5626
H52 17.7612 2.4147 -3.2345
H53 22.3621 15.3492 -18.7435
C30 17.5903 -3.3254 -12.9812
H54 14.5031 8.2425 -14.8239
H55 19.4727 -4.9894 -13.7132
C31 16.1057 9.8826 -17.6803
H56 17.6612 6.2437 -5.5139
H57 27.9165 10.2761 -11.9979
H58 26.3194 4.4346 -19.1280
H59 22.9777 13.4066 -5.3091
H60 20.0815 13.6895 -14.4730
O7 28.5356 1.8480 -14.7241
H61 26.7479 -6.2578 -18.5834
H62 30.5622 2.7751 -7.4701
H63 21.5904 12.3176 -13.6403
C32 21.0968 11.2430 -8.2824
H64 25.8015 4.8981 -9.6405
C33 19.4961 13.0930 -7.5189
O8 22.3367 12.7561 -5.0133
C34 27.0581 6.4196 -19.5983
H65 22.1844 15.6472 -15.1668
H66 25.2378 7.0894 -18.7749
H67 18.5310 -7.1311 -15.1377
H68 19.3951 14.9820 -17.4898
H69 11.0123 7.7118 -16.6632
H70 29.5473 -2.8882 -15.9523
H71 21.3194 5.2325 -13.6559
H72 27.8656 6.8574 -20.1851
H73 28.0595 1.1839 -15.2227
H74 23.4258 8.5603 -20.0507
C35 25.6738 -4.6165 -17.8261
H75 20.3072 -5.8746 -15.7537
H76 16.6441 -2.8869 -12.6645
C36 21.4279 14.5549 -16.8460
H77 19.3006 5.7031 -5.4780
H78 23.6673 10.5973 -8.2393
C37 12.7267 9.8506 -17.7491
H79 26.2943 2.7067 -20.9645
H80 29.2739 2.0143 -7.7010
H81 20.6732 9.7278 -5.9354
H82 22.6698 3.4245 -15.5405
H83 24.1592 4.3625 -15.1585
H84 12.1665 7.3051 -15.5227
C38 18.1637 5.2201 -3.7288
C39 15.9720 -7.1111 -15.7240
H85 15.1239 2.6719 -6.4505
H86 22.3462 10.2036 -5.2985
H87 25.3567 -4.3160 -18.8247
H88 23.8550 11.1548 -16.5018
H89 27.1322 -2.2550 -18.5372
H90 22.9239 13.2371 -13.9101
C40 18.2870 5.4041 -5.2110
H91 20.0810 13.8270 -8.0732
H92 26.6676 7.6264 -22.2651
C41 21.8648 11.2899 -6.9683
C42 25.5296 3.3986 -21.3175
H93 21.3518 11.0491 -16.8738
H94 15.5589 -4.9106 -17.1294
H95 17.1736 9.9591 -17.8851
C43 17.5817 -2.6515 -15.3866
H96 23.4215 -1.2806 -8.4724
H97 26.1099 5.5076 -11.2656
C44 26.1359 -2.2230 -18.0963
C45 18.3049 -6.4176 -15.9301
C46 17.8286 4.1188 -5.9288
C47 19.2389 12.6100 -5.0996
H98 25.9660 2.8326 -12.8002
C48 20.4509 14.6563 -5.9685
C49 24.2448 4.5036 -11.1170
H99 21.9048 6.8700 -12.1609
O9 26.9656 10.2419 -12.1023
C50 14.3313 7.4509 -19.3027
C51 18.9667 2.9944 -5.8486
H100 17.8690 -4.0807 -12.2464
H101 26.7758 10.8859 -12.7846
H102 20.0282 13.5757 -18.2541
C52 19.1292 -4.4540 -14.5983
H103 29.0713 -5.4128 -14.4329
N3 14.3446 8.3097 -16.5887
H104 21.0678 15.2173 -6.6705
H105 25.8555 9.0021 -21.6506
H106 24.6305 0.1778 -4.6729
H107 21.4959 5.3865 -11.4955
H108 27.8156 4.5999 -19.9539
H109 20.9399 14.7872 -13.3831
H110 27.4432 -5.0041 -13.8739
C53 24.9973 7.1075 -20.9386
N4 26.6924 -3.4252 -15.8936
H111 22.0731 9.1375 -6.7045
H112 26.5291 4.0389 -10.9868
H113 28.7447 -3.8003 -13.9504
C54 23.5660 7.6785 -20.6760
H114 16.5647 7.3919 -19.0707
H115 18.5632 2.1461 -6.4015
C55 23.5249 3.5236 -14.8719
H116 27.7104 -4.8604 -18.6855
H117 24.2577 -3.5536 -15.6744
O10 24.8352 0.7658 -5.3999
C56 16.5975 -5.2135 -17.2621
H118 13.5521 10.2552 -18.3349
C57 27.9399 -4.3021 -15.8849
H119 19.0935 2.6233 -4.8316
H120 16.3980 2.3311 -2.2160
C58 23.0968 3.8218 -13.3945
H121 18.5188 6.1091 -3.2076
H122 16.5627 6.6557 -16.1082
C59 26.9575 -5.3294 -18.0521
H123 14.5130 8.4230 -19.7610
H124 29.9707 -4.2832 -16.8548
H125 20.2083 11.7052 -15.7649
H126 12.7264 6.4643 -18.2648
C60 22.3721 5.2263 -13.3735
H127 21.1611 10.1863 -8.5418
C61 16.6719 2.4405 -3.2654
H128 16.2882 5.8203 -3.6838
H129 22.9953 -1.4793 -9.9114
H130 19.0549 10.9824 -7.4731
H131 19.8762 -3.6737 -14.7439
H132 24.4817 12.2354 -15.2147
H133 19.1311 11.6411 -9.1178
H134 17.9384 -2.7559 -16.4113
H135 19.4834 15.1581 -5.9545
H136 22.8451 5.7870 -14.1797
H137 18.4186 13.2093 -7.4025
H138 16.5421 -2.4313 -15.6295
H139 26.4778 -0.9187 -10.4819
H140 15.5910 10.2972 -18.5471
C62 25.7875 7.3140 -19.6890
N5 16.4628 3.7362 -5.4705
O11 27.4091 -1.1309 -10.5430
H141 19.3558 -4.7667 -16.7684
H142 26.0573 8.3661 -19.5981
C63 20.0411 14.1224 -17.3113
H143 16.7371 5.1764 -7.6029
H144 29.4567 1.6874 -14.9290
C64 15.6456 7.3886 -18.4848
C65 22.2980 12.3322 -15.7044
H145 15.4190 6.4213 -18.0365
H146 23.4413 6.3203 -10.2488
O12 15.4555 -4.4458 -14.7527
H147 16.7515 -5.8080 -18.1626
O13 30.2107 1.8884 -7.5498
C66 16.7534 4.8935 -3.3478
H148 23.4265 5.1976 -22.1382
H149 18.3052 -2.5072 -12.8940
H150 26.6897 5.0094 -23.5038
H151 14.2214 6.6783 -20.0636
H152 20.9950 14.9916 -5.0855
N6 16.7719 -4.9575 -14.7235
H153 14.1655 3.4997 -2.8578
H154 28.4464 -6.1919 -16.7679
C67 22.1233 2.7343 -12.7821
H155 26.9089 -6.2510 -15.9697
N7 22.3495 13.3529 -16.8155
H156 21.7079 2.0603 -13.5312
H157 18.8876 11.5956 -5.2886
H158 27.7866 4.0988 -22.6005
H159 23.5568 12.9961 -18.2788
C68 17.6327 4.5660 -7.4867
H160 24.5796 3.4083 -20.7830
H161 15.0334 -5.0998 -14.1909
C69 19.6113 11.6419 -8.1392
C70 20.1815 13.1572 -6.0805
C71 28.2920 -4.6511 -14.4596
O14 27.4179 5.7291 -14.3068
C72 23.2831 11.3020 -7.5018
H162 24.3278 -1.9855 -16.0323
N8 24.3210 3.9078 -12.5380
O15 22.6504 12.7440 -18.0879
H163 25.5320 3.1310 -22.3741
H164 24.2955 6.4045 -11.9165
H165 27.4689 6.5476 -18.5968
H166 26.3909 -2.7000 -14.2619


Q: Which of these has the lowest max |F|?
A: C43H39GeIrN4PS